(1)
{"formula": "C33H17BCo2F6O6", "method": "ωB97M-V/def2-TZVPD", "symbols": ["F", "C", "C", "C", "C", "C", "F", "C", "B", "C", "C", "F", "C", "C", "C", "C", "F", "C", "C", "F", "C", "C", "C", "C", "F", "H", "H", "H", "H", "H", "H", "H", "H", "H", "H", "O", "C", "Co", "C", "O", "C", "O", "C", "C", "C", "C", "C", "C", "C", "C", "C", "Co", "C", "O", "C", "O", "C", "O", "H", "H", "H", "H", "H", "H", "H"], "xyz": [[1.65120, 1.53607, 1.79715], [0.62523, 0.69788, 2.17587], [0.48967, -0.52498, 1.52424], [-0.66838, -1.29076, 1.74245], [-1.71788, -0.77675, 2.50178], [-1.54223, 0.44346, 3.11563], [-2.66959, 1.02107, 3.68918], [-0.36944, 1.18191, 3.04895], [-0.42801, 2.54293, 3.83803], [0.87180, 3.44441, 3.80283], [2.04997, 2.92805, 4.32815], [2.06859, 1.57581, 4.62165], [3.24694, 3.60974, 4.40115], [3.32168, 4.85812, 3.78375], [2.22608, 5.34960, 3.05980], [1.04774, 4.61414, 3.05292], [0.13976, 4.94227, 2.07218], [-1.65327, 3.47065, 3.51186], [-1.99121, 4.48281, 4.41232], [-1.11192, 4.78186, 5.47235], [-3.05128, 5.35399, 4.17618], [-3.74022, 5.25824, 2.95782], [-3.30286, 4.37378, 1.96647], [-2.26525, 3.50773, 2.26159], [-1.67050, 2.81210, 1.23468], [-0.84134, 1.90552, 5.14761], [1.29535, -0.84225, 0.86999], [-0.77019, -2.26196, 1.26331], [-2.66951, -1.28789, 2.63177], [4.09370, 3.16003, 4.92656], [4.25329, 5.42328, 3.77815], [2.24362, 6.27228, 2.48547], [-3.30897, 6.09198, 4.93444], [-4.58942, 5.90889, 2.73750], [-3.70993, 4.33502, 0.96372], [4.20004, 1.16975, 7.84653], [3.06972, 1.13787, 7.71994], [1.32756, 1.14842, 7.38409], [1.38693, 2.86396, 7.24706], [1.28296, 4.02124, 7.13274], [1.54263, -0.31060, 6.38421], [1.71136, -1.05914, 5.51910], [-0.05971, 0.76198, 8.47594], [-0.45785, 1.31870, 7.28077], [-1.58940, 1.71969, 6.53492], [-2.81210, 0.90227, 6.86286], [-4.09697, 1.49035, 7.02627], [-5.12918, 0.81561, 7.66942], [-4.97172, -0.54288, 7.99799], [-3.77081, -1.20074, 7.69916], [-2.69542, -0.46932, 7.17972], [0.96082, -0.88816, 8.75366], [2.66357, -1.27083, 9.01900], [3.75310, -1.62395, 9.23115], [0.30388, -2.34295, 8.03319], [-0.11375, -3.35308, 7.63059], [0.47512, -1.19023, 10.39298], [0.15106, -1.46472, 11.48284], [-0.44129, 1.21168, 9.41000], [-1.89170, 2.81554, 6.44041], [-4.22063, 2.53790, 6.70974], [-6.06801, 1.33539, 7.90346], [-5.77584, -1.07588, 8.48921], [-3.65287, -2.27416, 7.88991], [-1.71238, -0.95062, 7.05154]], "e_above_lowest_ev": 3.896}

=====

(2)
{"formula": "C33H18Br2F5InN3O5PS4", "method": "ωB97M-V/def2-TZVPD", "symbols": ["In", "F", "C", "C", "F", "C", "F", "C", "S", "C", "F", "C", "F", "Br", "C", "C", "C", "Br", "C", "C", "C", "C", "N", "C", "C", "O", "H", "H", "H", "H", "O", "C", "O", "C", "O", "O", "S", "P", "S", "C", "C", "C", "C", "C", "C", "C", "C", "C", "C", "C", "C", "H", "H", "H", "H", "H", "H", "H", "H", "H", "H", "S", "C", "N", "C", "C", "C", "N", "H", "H", "H", "H"], "xyz": [[1.70738, -0.05050, -1.11358], [-3.77965, 1.48401, -5.67351], [-2.60823, 1.50539, -5.02748], [-2.35280, 0.63000, -3.99787], [-3.28774, -0.25888, -3.64136], [-1.13901, 0.65947, -3.34083], [-0.98245, -0.20776, -2.34327], [-0.11324, 1.53556, -3.67664], [1.46232, 1.64452, -2.95151], [-0.41479, 2.40783, -4.72712], [0.50581, 3.28841, -5.13921], [-1.62376, 2.40125, -5.38820], [-1.84834, 3.25582, -6.39803], [1.51737, -4.36748, -4.03969], [0.57999, -4.00810, -2.43554], [-0.23643, -5.00503, -1.89120], [-0.90995, -4.78616, -0.72135], [-2.00140, -6.18636, -0.02037], [-0.80955, -3.55037, -0.04616], [-1.42393, -3.23828, 1.18740], [-1.24985, -2.00723, 1.75330], [-0.47980, -1.04583, 1.08021], [0.08793, -1.31272, -0.06895], [-0.01593, -2.53824, -0.63580], [0.73770, -2.74429, -1.85548], [1.47706, -1.82116, -2.35692], [-0.32448, -5.95301, -2.40397], [-2.02553, -3.98993, 1.67992], [-1.69534, -1.76482, 2.70864], [-0.32663, -0.04758, 1.46954], [4.68867, 1.15127, 1.53220], [3.75420, 0.63481, 0.93245], [3.14064, 1.16604, -0.07637], [3.34075, -0.83597, 1.28057], [3.69446, -1.33256, 2.34017], [2.70557, -1.43686, 0.32954], [-1.45104, 5.10478, 1.04746], [-1.40539, 3.13984, 1.20627], [-0.32204, 2.11710, -0.11980], [-3.13646, 2.49396, 1.15470], [-4.13210, 3.17021, 1.86059], [-5.45385, 2.75409, 1.77975], [-5.79377, 1.65894, 0.99023], [-4.80792, 0.98420, 0.28557], [-3.48158, 1.40321, 0.36552], [-0.95207, 2.66681, 2.92725], [-1.28148, 1.40163, 3.41183], [-0.94572, 1.03414, 4.70797], [-0.28540, 1.93438, 5.53513], [0.03159, 3.20035, 5.06201], [-0.29796, 3.56497, 3.76062], [-3.85729, 4.03602, 2.45291], [-6.22331, 3.29235, 2.32283], [-6.82760, 1.33943, 0.92002], [-5.06787, 0.13511, -0.33780], [-2.70277, 0.89275, -0.19232], [-1.81860, 0.71068, 2.77035], [-1.19932, 0.04528, 5.07391], [-0.01559, 1.64682, 6.54500], [0.53673, 3.90878, 5.70892], [-0.06687, 4.55271, 3.38040], [4.32116, -0.28209, -3.17166], [4.98163, -1.26223, -1.99367], [5.59845, -0.67770, -0.89944], [6.08177, -1.37797, 0.14338], [6.05761, -2.73364, 0.10033], [5.46411, -3.30574, -1.03919], [4.96399, -2.62645, -2.04195], [5.50820, 0.32771, -0.83762], [6.42835, -0.80724, 0.99288], [6.40770, -3.32987, 0.92768], [5.39370, -4.38857, -1.12357]], "e_above_lowest_ev": 0.000, "charge": -2}

=====

(3)
{"formula": "C33H19F5N5O5ReS", "method": "ωB97M-V/def2-TZVPD", "symbols": ["Re", "C", "O", "C", "C", "C", "C", "C", "C", "N", "N", "C", "O", "C", "C", "C", "C", "C", "C", "C", "O", "H", "H", "H", "H", "H", "H", "H", "H", "H", "H", "H", "H", "O", "N", "O", "C", "C", "C", "C", "C", "C", "N", "C", "C", "N", "C", "C", "C", "C", "H", "H", "H", "H", "H", "H", "H", "F", "C", "C", "F", "C", "F", "C", "S", "C", "F", "C", "F"], "xyz": [[0.53668, -0.08129, -0.29571], [4.20068, 0.76631, 1.67399], [5.12528, 0.00631, 0.93289], [4.71418, -0.97059, 0.10579], [5.68638, -1.87579, -0.30601], [5.34738, -2.97219, -1.08231], [4.02888, -3.22069, -1.40151], [3.00878, -2.33159, -1.03591], [1.66858, -2.67129, -1.38021], [0.59258, -1.97339, -1.12871], [-0.57422, -2.48249, -1.54031], [-1.60162, -1.73179, -1.20421], [-1.42222, -0.66489, -0.50781], [-2.94582, -2.11469, -1.62271], [-4.04482, -1.60769, -0.92901], [-5.31822, -1.98859, -1.29951], [-5.50352, -2.83769, -2.38071], [-4.41152, -3.30939, -3.09771], [-3.13192, -2.96019, -2.71571], [3.36148, -1.11919, -0.34701], [2.50738, -0.17459, -0.13581], [4.79238, 1.29861, 2.41619], [3.66718, 1.48131, 1.04389], [3.48038, 0.11861, 2.18469], [6.70598, -1.71519, 0.01109], [6.11578, -3.65839, -1.40151], [3.77508, -4.11339, -1.95331], [1.50628, -3.61529, -1.88961], [-3.87682, -0.93139, -0.10461], [-6.16382, -1.61799, -0.74071], [-6.50332, -3.11119, -2.67971], [-4.55552, -3.94959, -3.95431], [-2.26542, -3.31039, -3.25251], [1.06338, 0.96861, 6.70849], [0.20608, 1.66271, 6.21579], [-0.53202, 2.41471, 6.79659], [0.08208, 1.62491, 4.76269], [-0.28302, 2.78241, 4.14579], [-0.23722, 2.90461, 2.73069], [-0.45002, 4.11791, 2.05199], [-0.22212, 4.15591, 0.69449], [0.17448, 2.99761, 0.03389], [0.30128, 1.81981, 0.63219], [0.11838, 1.76941, 1.97179], [0.34278, 0.51281, 2.61819], [0.56038, -0.55839, 1.82349], [0.84078, -1.72369, 2.37779], [0.91488, -1.89229, 3.75979], [0.67818, -0.82329, 4.59589], [0.38228, 0.42961, 4.03009], [-0.56642, 3.63451, 4.74969], [-0.75112, 5.00081, 2.59429], [-0.34572, 5.06951, 0.13589], [0.40808, 3.03041, -1.02101], [1.00738, -2.55939, 1.71199], [1.15408, -2.86049, 4.16759], [0.72968, -0.94019, 5.66789], [-4.27042, 3.27441, -4.78981], [-3.18842, 2.72741, -4.24771], [-3.15182, 2.44301, -2.88481], [-4.20272, 2.74221, -2.12161], [-2.01762, 1.88171, -2.31121], [-1.99862, 1.72421, -0.97591], [-0.89582, 1.54801, -3.07801], [0.59478, 0.81871, -2.53291], [-0.94962, 1.87221, -4.44451], [0.11138, 1.63371, -5.21091], [-2.06382, 2.45861, -5.02521], [-2.04602, 2.77701, -6.31491]], "charge": 1, "multiplicity": 2, "s_squared": 0.770}

=====

(4)
{"formula": "C33H20N10RuS", "method": "ωB97M-V/def2-TZVPD", "symbols": ["Ru", "C", "C", "C", "C", "C", "N", "C", "N", "C", "C", "C", "C", "C", "C", "C", "C", "N", "C", "N", "C", "N", "C", "N", "C", "N", "C", "C", "C", "C", "C", "C", "C", "C", "C", "C", "C", "C", "N", "C", "C", "H", "H", "H", "H", "H", "H", "H", "H", "H", "H", "H", "H", "H", "H", "H", "H", "N", "N", "H", "H", "H", "H", "S", "C"], "xyz": [[0.53189, -0.08375, 0.17348], [-4.54782, -0.83666, -3.73237], [-4.79461, 0.50829, -3.47593], [-4.13594, 1.18986, -2.45618], [-3.21046, 0.49364, -1.69824], [-2.34110, 0.81987, -0.51832], [-1.41429, -0.26983, -0.38888], [-1.83580, -1.28168, -1.12477], [-1.37601, -2.54697, -1.14289], [-0.22535, -2.88008, -0.61886], [0.23734, -4.27490, -0.44552], [-0.40095, -5.48783, -0.60686], [0.33093, -6.63955, -0.33623], [1.65990, -6.56534, 0.07502], [2.29892, -5.33902, 0.23051], [1.56475, -4.20063, -0.03194], [1.90232, -2.76372, 0.04838], [3.09346, -2.30187, 0.25697], [3.37106, -0.97605, 0.38832], [2.50729, 0.02061, 0.56922], [3.21437, 1.21461, 0.75181], [2.72912, 2.36354, 1.08804], [1.41243, 2.65032, 1.12768], [0.39161, 1.94305, 0.54609], [-0.76334, 2.59712, 0.75386], [-2.95999, 1.15377, 0.83684], [-0.53177, 3.77388, 1.52454], [-1.35257, 4.77974, 2.07587], [-0.75623, 5.76819, 2.81720], [0.64134, 5.79853, 3.03005], [1.45783, 4.83115, 2.50108], [0.86524, 3.80985, 1.74470], [4.63410, 0.92264, 0.61556], [5.75975, 1.73549, 0.61000], [6.98466, 1.12951, 0.38966], [7.08585, -0.25311, 0.18148], [5.96340, -1.06139, 0.18514], [4.73320, -0.45193, 0.40415], [0.78164, -2.04235, -0.27458], [-2.95224, -0.84595, -1.98045], [-3.61050, -1.53309, -2.98222], [-5.07873, -1.33524, -4.53258], [-5.51084, 1.04231, -4.08680], [-4.33995, 2.23339, -2.27813], [-1.43200, -5.53179, -0.93177], [-0.13501, -7.60993, -0.44618], [2.20263, -7.47920, 0.27856], [3.33144, -5.27312, 0.54653], [-2.42274, 4.77112, 1.92902], [-1.37133, 6.54381, 3.25613], [1.06836, 6.59511, 3.62602], [2.52803, 4.84226, 2.66026], [5.67239, 2.80162, 0.77008], [7.88347, 1.73234, 0.36904], [8.05962, -0.69220, 0.00695], [6.03189, -2.12848, 0.02017], [-3.38178, -2.57299, -3.17346], [-0.01327, 0.51136, 3.04280], [0.11836, -0.60985, 2.16344], [-0.44759, 0.22009, 3.91293], [-0.62526, 1.18262, 2.58939], [-0.71306, -1.19714, 2.15089], [0.91455, -1.15994, 2.46815], [-3.62928, 2.74987, 0.36624], [-2.00460, 2.07533, 0.18681]], "e_above_lowest_ev": 2.839}

=====

Computed DFT total energy (Eh) in order:
-5108.50337 -9580.70190 -2894.41787 -2310.21077